1.
A structure of composition C40H62BBrMoN14O6S. Source: OMol25; level of theory: wB97M-V/def2-TZVPD.

Results
**Net charge**: +3
**LUMO level (spin up / spin down)**: -10.00 / -10.55 eV
**⟨S²⟩**: 3.777
**Orbital gap (spin up / spin down)**: 5.50 / 4.95 eV
**2S+1**: 4

CARTESIAN COORDINATES (ANGSTROEM)
Mo: 0.5764 -0.4600 0.0410
C: 0.8526 -3.1097 -2.3772
C: 1.6270 -3.1855 -1.1045
C: 2.4724 -4.2010 -0.6811
C: 2.9884 -3.7799 0.5340
N: 2.4868 -2.5775 0.8204
N: 1.6385 -2.2049 -0.1709
B: 2.7980 -1.6672 2.0553
N: 3.2584 -0.2953 1.4798
C: 4.2979 0.4690 1.8235
C: 4.2947 1.6093 1.0418
C: 3.1764 1.5016 0.2246
C: 2.7133 2.4863 -0.7951
N: 2.5402 0.3341 0.4990
N: 1.4511 -1.4070 2.7832
C: 1.0700 -1.5128 4.0538
C: -0.2043 -0.9714 4.1874
C: -0.5593 -0.5316 2.9284
C: -1.8486 0.0808 2.4934
N: 0.4656 -0.7846 2.0717
N: 3.8315 -2.3098 2.9007
C: 5.1662 -2.4762 2.6478
C: 5.6456 -3.4059 3.5205
C: 4.5215 -3.8006 4.2930
C: 4.4740 -4.8063 5.3912
N: 3.4399 -3.1534 3.9051
H: 1.4945 -2.7671 -3.1914
H: 0.4979 -4.1003 -2.6544
H: -0.0068 -2.4446 -2.3083
H: 2.6854 -5.1226 -1.1946
H: 3.6838 -4.2563 1.2071
H: 4.9695 0.1646 2.6089
H: 4.9994 2.4225 1.0687
H: 3.3909 2.4983 -1.6508
H: 1.7082 2.2778 -1.1481
H: 2.7165 3.4997 -0.3908
H: 1.7230 -1.9848 4.7683
H: -0.7932 -0.9206 5.0868
H: -2.1545 0.8518 3.2017
H: -1.7910 0.5349 1.5034
H: -2.6402 -0.6716 2.4855
H: 5.6706 -1.9372 1.8617
H: 6.6604 -3.7516 3.6169
H: 5.3375 -4.7033 6.0464
H: 3.5675 -4.6879 5.9802
H: 4.4906 -5.8185 4.9850
C: -7.0722 -3.1964 1.0927
C: -6.6114 -2.4385 -0.1606
C: -6.8752 -3.3190 -1.4137
C: -7.4100 -1.1368 -0.2860
C: -5.1286 -2.2018 -0.1629
C: -4.5637 -1.0867 -0.8246
C: -3.2168 -0.9110 -0.8114
Br: -2.4670 0.5662 -1.6738
C: -2.3282 -1.8345 -0.1466
O: -1.0612 -1.5658 -0.1250
C: -2.8798 -3.0356 0.4511
C: -4.2453 -3.1449 0.4235
C: -2.0370 -4.1965 0.9873
C: -0.8531 -3.7494 1.8545
C: -2.8834 -5.1563 1.8357
C: -1.5139 -4.9677 -0.2384
H: -8.1603 -3.2348 1.0958
H: -6.7557 -2.6938 2.0080
H: -6.7219 -4.2278 1.1161
H: -7.9481 -3.5055 -1.4711
H: -6.3639 -4.2796 -1.3442
H: -6.5657 -2.8176 -2.3312
H: -8.4719 -1.3735 -0.2450
H: -7.2398 -0.6253 -1.2333
H: -7.1913 -0.4499 0.5334
H: -5.1947 -0.3713 -1.3304
H: -4.6972 -4.0145 0.8701
H: -1.1907 -3.2145 2.7465
H: -0.1517 -3.1293 1.3091
H: -0.3155 -4.6367 2.1904
H: -3.4309 -4.6366 2.6237
H: -2.2164 -5.8714 2.3150
H: -3.5876 -5.7366 1.2386
H: -0.6845 -4.4390 -0.7040
H: -2.2949 -5.1231 -0.9838
H: -1.1528 -5.9469 0.0781
C: 3.5290 7.9748 -2.9592
C: 2.0218 8.0121 -2.7423
S: 1.5876 6.9960 -1.3526
O: 2.2812 7.4492 -0.1805
O: 1.7254 5.5992 -1.7301
C: -0.1555 7.3259 -1.0431
C: -1.1851 6.5832 -1.8932
N: -1.0026 5.1282 -1.8690
C: -1.1746 4.3375 -0.7806
N: -0.7628 3.0960 -1.0042
C: -0.3500 3.0735 -2.2994
C: -0.4812 4.3075 -2.8424
N: 0.0032 4.6789 -4.1404
O: -0.0635 5.8385 -4.4913
O: 0.4708 3.7711 -4.8015
C: -1.7445 4.8165 0.5070
H: 3.7702 8.5291 -3.8640
H: 3.8811 6.9516 -3.0847
H: 4.0524 8.4304 -2.1216
H: 1.4696 7.6203 -3.5971
H: 1.6708 9.0166 -2.5026
H: -0.2965 8.4008 -1.1598
H: -0.2557 7.1034 0.0197
H: -1.1480 6.9018 -2.9275
H: -2.1826 6.8037 -1.5136
H: 0.0427 2.1971 -2.7801
H: -2.5883 5.4877 0.3488
H: -1.0025 5.3445 1.1085
H: -2.0999 3.9578 1.0729
N: 0.4375 1.8935 1.3510
H: 0.3769 2.5641 0.5852
H: 1.2921 2.0747 1.8692
H: -0.3382 2.1073 1.9690
C: 4.1218 -0.4220 -3.5629
N: 3.0691 -0.3370 -2.5524
C: 1.8117 -0.0323 -2.8128
N: 1.3974 0.1953 -4.0529
O: 0.9350 0.0502 -1.8610
H: 5.0055 -0.8506 -3.1009
H: 4.3739 0.5647 -3.9537
H: 3.8157 -1.0791 -4.3771
H: 3.3045 -0.4346 -1.5754
H: 2.0414 0.2781 -4.8235
H: 0.4416 0.4729 -4.2104


2.
A structure of composition C40H62ClFGeN5O2P3Y. Source: OMol25; level of theory: wB97M-V/def2-TZVPD.

Results
**LUMO level (spin up / spin down)**: 0.49 / -2.23 eV
**⟨S²⟩**: 0.757
**Orbital gap (spin up / spin down)**: 7.79 / 5.37 eV
**2S+1**: 2

CARTESIAN COORDINATES (ANGSTROEM)
Y: -1.6874 -2.0905 -0.2776
C: -2.2765 0.5177 4.7051
C: -2.3246 -0.1618 3.3477
C: -2.7989 0.8222 2.2653
P: -0.8918 -1.0502 2.5911
C: 0.4885 0.1997 2.8062
N: 0.5796 1.1878 1.7151
Ge: 0.4266 0.5951 -0.1013
N: -0.3867 2.0279 -1.2743
C: -1.8240 1.9675 -1.3423
P: -2.5096 0.3622 -1.7061
C: -2.1160 0.0019 -3.4711
C: -0.6696 0.1397 -3.9489
C: -3.0745 0.7166 -4.5034
C: -4.3067 0.7401 -1.6777
C: -4.9027 0.4747 -0.3034
C: -4.7918 2.0782 -2.2147
C: 0.3854 2.9564 -1.9965
C: -0.0159 3.4584 -3.2210
C: 0.8399 4.2287 -3.9645
C: 2.0987 4.5288 -3.4655
C: 2.4693 4.1439 -2.1330
C: 1.6093 3.3100 -1.4283
N: 1.8511 2.8262 -0.0977
C: 1.0440 3.4314 0.9597
C: 0.9146 4.8527 1.0633
C: 0.0623 5.3692 1.9895
C: -0.5234 4.5411 2.9301
C: -0.3382 3.1711 2.9220
C: 0.4374 2.5897 1.9025
C: 3.0877 2.0941 0.1688
C: 4.1433 2.6782 0.8435
C: 5.2978 1.9365 1.1455
C: 5.3804 0.6799 0.6739
C: 4.3582 0.1119 -0.0860
C: 3.1772 0.8029 -0.3247
N: 2.0551 0.2834 -1.0102
C: 2.1591 -1.0037 -1.6727
P: 1.9124 -2.4642 -0.4880
C: 3.3224 -3.1326 0.5200
C: 3.7057 -2.3640 1.8579
C: 4.6474 -3.5086 -0.1452
C: 2.0989 -3.8159 -1.7775
C: 1.9437 -3.3437 -3.2445
C: 1.2045 -5.0374 -1.5711
C: -0.4748 -2.4415 3.7510
C: 0.8142 -3.1278 3.4189
C: -0.7865 -2.2896 5.2175
H: -2.9754 1.3444 4.6656
H: -1.2548 0.8964 4.8918
H: -2.6293 -0.0748 5.5613
H: -3.0892 -0.9389 3.3442
H: -2.0599 1.6132 2.0485
H: -3.7425 1.3359 2.4620
H: -3.0492 0.2519 1.3879
H: 1.4364 -0.3150 3.0342
H: 0.3051 0.7587 3.7226
H: -2.1781 2.6366 -2.1410
H: -2.2590 2.3702 -0.4221
H: -2.3476 -1.1086 -3.5068
H: -0.3717 1.1813 -4.0180
H: -0.4692 -0.4164 -4.8733
H: -0.0981 -0.3046 -3.1835
H: -2.8776 1.7894 -4.6350
H: -4.1136 0.4970 -4.2295
H: -2.8647 0.2778 -5.5272
H: -4.7841 -0.0374 -2.2226
H: -4.7016 1.3350 0.4140
H: -4.4923 -0.4313 0.1309
H: -5.9689 0.2669 -0.4124
H: -4.4533 2.7914 -1.4827
H: -5.8734 2.0714 -2.4257
H: -4.2868 2.3113 -3.1332
H: -1.0513 3.2051 -3.5755
H: 0.5005 4.6466 -4.9563
H: 2.7225 5.1514 -4.1049
H: 3.3717 4.3901 -1.5937
H: 1.3530 5.4869 0.3051
H: -0.0664 6.4504 2.0612
H: -1.2437 5.0250 3.6154
H: -0.8809 2.6082 3.6021
H: 4.0402 3.6690 1.2190
H: 6.0510 2.4875 1.7309
H: 6.3084 0.1363 0.8424
H: 4.5344 -0.8567 -0.5380
H: 3.1147 -1.0797 -2.0989
H: 1.3415 -1.1184 -2.3268
H: 2.8259 -4.0872 0.7830
H: 4.6179 -1.8553 1.7582
H: 3.8911 -3.0557 2.6685
H: 2.8571 -1.7312 2.1559
H: 4.9201 -2.7533 -0.9305
H: 4.5914 -4.4693 -0.7025
H: 5.4201 -3.6462 0.5978
H: 3.1242 -4.0877 -1.5556
H: 0.8691 -3.0999 -3.3435
H: 2.1097 -4.2228 -3.9008
H: 2.5482 -2.5501 -3.6210
H: 0.1677 -4.8773 -1.7951
H: 1.2663 -5.2892 -0.5434
H: 1.6385 -5.8791 -2.1012
H: -1.1975 -3.1642 3.4330
H: 1.7280 -2.5942 3.7829
H: 0.8040 -3.3609 2.3360
H: 0.8437 -4.0468 3.9472
H: -0.1343 -1.6123 5.7927
H: -0.6098 -3.2894 5.6968
H: -1.8487 -1.9591 5.3249
Cl: -1.3408 -4.4440 0.9042
O: -3.7098 -2.3524 1.6595
H: -4.2027 -2.6393 0.8506
H: -3.4666 -3.2655 1.9611
F: -0.6520 -2.0575 -2.1562
O: -5.4405 -2.5727 -2.8446
C: -4.5727 -2.6565 -2.0070
N: -3.7598 -2.6787 -1.1301


We obtain energy above the lowest of the compared OMol25 structures with the same formula, charge and spin values of 69.59, 142.73 kJ/mol for the records listed above, in that order.
We obtain max |F| values of 1.731, 3.135 eV Å⁻¹ for the records listed above, in that order.
We obtain M values of 1053.75, 953.86 u for the records listed above, in that order.